Entry 1:
Computed, not measured: a structure of composition C40H70F6O20PRb at a distorted geometry, with ωB97M-V/def2-TZVPD.

The geometry in ORCA input format:
```
! RIJCOSX wB97M-V def2-TZVPD def2/J DEFGRID3
* xyz 0 1
Rb -0.29 0.02 0.75
P -3.45 0.40 -1.01
F -3.19 -0.41 0.33
F -4.69 1.22 -0.30
F -2.28 1.43 -0.57
F -3.59 1.33 -2.38
F -2.25 -0.54 -1.65
F -4.55 -0.76 -1.44
C 1.37 4.67 2.28
C 1.53 3.91 3.59
C 1.29 2.51 3.09
O 0.34 2.67 2.02
C 0.27 4.01 1.51
H 2.33 4.63 1.76
H 1.14 5.71 2.49
H 0.85 4.14 4.41
H 2.56 4.00 3.93
H 0.98 1.88 3.93
H 2.21 2.16 2.62
H -0.64 4.51 1.86
H 0.34 4.20 0.44
C -5.04 -4.46 2.19
C -4.15 -3.80 1.09
C -2.84 -4.59 1.13
O -3.10 -5.67 2.04
C -4.02 -5.21 3.04
H -5.78 -5.15 1.79
H -5.59 -3.71 2.78
H -4.02 -2.77 1.44
H -4.55 -3.82 0.07
H -2.02 -3.99 1.54
H -2.48 -5.02 0.19
H -3.48 -4.59 3.75
H -4.38 -6.09 3.57
C -0.52 -2.12 5.26
C -2.10 -2.14 5.19
C -2.53 -1.50 3.88
O -1.33 -1.69 3.13
C -0.31 -2.43 3.81
H -0.09 -2.85 5.94
H -0.15 -1.12 5.52
H -2.55 -1.68 6.06
H -2.41 -3.19 5.21
H -2.74 -0.44 4.00
H -3.39 -1.97 3.40
H 0.64 -2.18 3.34
H -0.54 -3.47 3.58
C -0.51 1.19 -6.11
C -0.82 1.19 -4.66
C -0.67 -0.28 -4.34
O 0.07 -0.93 -5.37
C 0.52 0.07 -6.23
H -0.10 2.17 -6.37
H -1.38 0.94 -6.72
H -1.73 1.68 -4.33
H -0.06 1.78 -4.15
H -1.69 -0.67 -4.27
H -0.17 -0.46 -3.38
H 0.66 -0.14 -7.29
H 1.49 0.39 -5.85
C 4.72 -0.65 2.91
C 4.70 0.32 1.71
C 3.36 0.12 1.07
O 2.52 -0.42 2.13
C 3.27 -1.25 3.07
H 4.97 -0.24 3.89
H 5.37 -1.52 2.76
H 5.48 0.11 0.99
H 4.84 1.36 2.01
H 3.39 -0.71 0.36
H 2.96 1.03 0.63
H 3.24 -2.28 2.72
H 2.87 -1.25 4.09
C -2.01 4.86 -4.27
C -2.00 4.67 -2.75
C -0.74 5.08 -2.08
O -1.21 5.97 -1.07
C -2.49 6.17 -1.12
O -3.12 6.95 -0.39
O -3.02 5.49 -2.14
H -1.91 5.93 -4.50
H -2.85 4.35 -4.73
H -1.07 4.51 -4.69
H -2.12 3.62 -2.46
H -0.13 5.54 -2.86
H -0.07 4.34 -1.66
C 1.53 -7.23 0.03
C 0.83 -6.11 0.68
C 1.48 -5.89 2.03
O 1.52 -4.48 2.00
C 1.16 -3.95 0.80
O 1.01 -2.76 0.58
O 0.94 -4.92 -0.06
H 2.61 -7.19 0.15
H 1.35 -7.22 -1.04
H 1.38 -8.25 0.38
H -0.23 -6.23 0.90
H 2.52 -6.21 2.08
H 0.86 -6.17 2.88
C 3.87 4.32 -4.06
C 3.31 2.90 -3.82
C 4.20 1.98 -2.97
O 3.27 1.39 -2.06
C 2.14 2.11 -2.05
O 1.18 1.93 -1.31
O 2.19 3.03 -3.00
H 4.43 4.73 -3.22
H 3.04 5.00 -4.25
H 4.45 4.42 -4.98
H 2.96 2.39 -4.72
H 5.02 2.53 -2.53
H 4.61 1.32 -3.74
C -4.28 4.46 1.53
C -3.97 3.86 2.87
C -3.04 2.68 2.84
O -2.18 2.87 3.93
C -2.20 4.12 4.26
O -1.41 4.65 5.06
O -3.17 4.76 3.59
H -4.77 5.42 1.66
H -4.95 3.88 0.89
H -3.39 4.61 0.92
H -4.87 3.69 3.46
H -2.54 2.54 1.88
H -3.65 1.80 3.04
C 1.20 -3.44 -2.97
C 2.70 -3.74 -2.66
C 3.56 -4.32 -3.70
O 4.66 -3.50 -3.70
C 4.52 -2.46 -2.81
O 5.39 -1.66 -2.43
O 3.32 -2.47 -2.33
H 0.70 -2.93 -2.15
H 0.70 -4.35 -3.30
H 1.10 -2.77 -3.83
H 2.66 -4.45 -1.84
H 3.01 -4.42 -4.64
H 3.85 -5.32 -3.41
*
```

The energy relative to the best compared isomer or geometry (same formula, charge and spin) comes out at 0.000 eV. The value obtained for the LUMO energy is -0.1 eV. Its total energy is -109819.599 eV. The HOMO energy is -0.35004 Eh. The max |F| comes out at 4.46 eV Å⁻¹.


Entry 2:
Computed, not measured: a cluster of 10 separate species, C40H74FN10P in total at a distorted geometry, with ωB97M-V/def2-TZVPD.

The geometry in ORCA input format:
```
! RIJCOSX wB97M-V def2-TZVPD def2/J DEFGRID3
* xyz 0 1
C 5.16 0.97 -4.34
C 4.75 2.52 -4.66
N 3.30 2.71 -5.11
P 2.23 3.12 -3.74
C 0.46 2.43 -3.94
C 0.34 1.10 -4.89
F -0.45 3.51 -4.37
H 4.26 0.22 -4.30
H 5.67 0.97 -3.27
H 6.01 0.56 -5.08
H 5.47 2.90 -5.52
H 4.98 3.18 -3.71
H 2.96 1.89 -5.65
H 2.80 2.43 -2.58
H 0.11 2.09 -2.85
H -0.63 0.52 -4.51
H 0.08 1.42 -6.00
H 1.22 0.34 -4.80
C 1.68 0.89 1.02
C 2.93 0.67 1.86
C 4.23 0.93 1.09
C 4.31 -0.01 -0.10
N 4.38 -0.80 -1.09
H 1.64 0.21 0.17
H 0.78 0.72 1.62
H 1.65 1.92 0.64
H 2.93 -0.36 2.24
H 2.90 1.33 2.73
H 5.09 0.76 1.74
H 4.26 1.96 0.73
C -2.52 0.29 4.86
C -1.27 0.07 5.70
C 0.03 0.33 4.93
C 0.11 -0.61 3.74
N 0.18 -1.40 2.75
H -2.56 -0.39 4.01
H -3.42 0.12 5.46
H -2.55 1.32 4.48
H -1.27 -0.96 6.08
H -1.30 0.73 6.57
H 0.89 0.16 5.58
H 0.06 1.36 4.57
C 3.56 -5.08 6.07
C 2.88 -4.89 4.72
C 2.30 -3.48 4.54
C 1.25 -3.22 5.61
N 0.38 -3.00 6.50
H 2.86 -4.96 6.90
H 3.99 -6.08 6.15
H 4.37 -4.35 6.21
H 2.09 -5.64 4.62
H 3.61 -5.08 3.93
H 1.84 -3.39 3.55
H 3.09 -2.73 4.61
C -0.43 2.57 9.76
C -1.81 2.58 10.40
C -2.94 2.35 9.39
C -2.92 3.45 8.34
N -2.91 4.36 7.46
H -0.31 3.37 9.02
H 0.34 2.71 10.52
H -0.24 1.61 9.25
H -1.96 3.55 10.90
H -1.86 1.81 11.17
H -3.91 2.36 9.90
H -2.83 1.38 8.90
C -3.40 -1.99 -3.60
C -3.14 -2.25 -5.08
C -2.22 -3.46 -5.32
C -0.87 -3.21 -4.67
N 0.25 -3.01 -4.12
H -2.48 -1.75 -3.07
H -4.08 -1.14 -3.48
H -3.85 -2.87 -3.12
H -2.70 -1.36 -5.53
H -4.10 -2.43 -5.59
H -2.08 -3.61 -6.40
H -2.66 -4.37 -4.91
C 4.00 1.61 11.83
C 4.09 0.10 12.06
C 3.37 -0.71 10.98
C 1.90 -0.34 10.95
N 0.67 -0.03 10.93
H 2.97 1.96 11.85
H 4.55 2.14 12.61
H 4.44 1.88 10.86
H 3.66 -0.13 13.04
H 5.14 -0.19 12.09
H 3.47 -1.78 11.18
H 3.81 -0.51 10.00
C 0.51 7.92 -7.51
C 0.28 7.08 -6.26
C -1.05 6.31 -6.29
C -2.20 7.30 -6.39
N -3.16 8.11 -6.47
H -0.25 8.69 -7.62
H 1.48 8.42 -7.46
H 0.50 7.29 -8.41
H 0.31 7.73 -5.38
H 1.10 6.36 -6.16
H -1.16 5.72 -5.38
H -1.08 5.63 -7.15
C -2.35 0.22 -9.31
C -2.59 1.63 -8.78
C -2.77 1.68 -7.27
C -3.97 0.85 -6.86
N -4.97 0.15 -6.52
H -3.21 -0.44 -9.11
H -2.21 0.24 -10.39
H -1.46 -0.22 -8.85
H -3.48 2.05 -9.27
H -1.74 2.27 -9.07
H -2.92 2.72 -6.94
H -1.87 1.30 -6.76
C -3.18 -7.93 -6.02
C -4.56 -7.91 -5.38
C -5.69 -8.14 -6.39
C -5.67 -7.05 -7.44
N -5.66 -6.14 -8.31
H -3.06 -7.13 -6.75
H -2.41 -7.79 -5.26
H -2.99 -8.89 -6.53
H -4.71 -6.95 -4.87
H -4.61 -8.69 -4.61
H -6.66 -8.14 -5.88
H -5.57 -9.12 -6.88
*
```

The value obtained for the LUMO energy is 0.2 eV. As for the SMILES: CCNP[C@H](C)F.CCCC#N.CCCC#N.CCCC#N.CCCC#N.CCCC#N.CCCC#N.CCCC#N.CCCC#N.CCCC#N. Its total energy is -69577.092 eV. The HOMO energy is -0.30375 Eh. The max |F| comes out at 10.13 eV Å⁻¹.


> Look up the max |F| of the first one.

4.46 eV Å⁻¹


> The lowest max |F| belongs to which entry?

C40H70F6O20PRb